Here is 2 unconnected molecules or ions with the total composition C2H6NO in a non-equilibrium geometry from the OMol25 dataset. Energies are from ωB97M-V/def2-TZVPD.

Its gap between HOMO and LUMO is 0.361 Eh. For the energy above the lowest of the compared OMol25 structures with the same formula, charge and spin, the calculation gives 74.7 kcal/mol.

ORCA input file:
```
! wB97M-V def2-TZVPD RIJCOSX def2/J DEFGRID3
* xyz 1 1
O 1.41 -0.38 -0.89
N -1.64 -0.35 -0.11
C 0.69 0.61 -0.52
C 1.55 0.17 0.51
H -1.38 -1.25 0.39
H 1.16 -0.47 1.27
H 0.20 1.28 -1.04
H 2.48 0.62 0.88
H -2.15 0.42 0.32
H -2.31 -0.63 -0.82
*
```